# C23H43Cl2IMgN3O4Si

C23H43Cl2IMgN3O4Si as an isolated structure (ωB97M-V/def2-TZVPD, the OMol25 dataset).

Each line ends with the Löwdin charge.
Cartesian coordinates (Å):
C1 3.755 -0.842 -0.118  -0.06
C2 3.304 0.333 0.675  -0.22
H1 4.679 -0.657 -0.681  0.06
H2 2.953 -1.070 -0.836  -0.03
H3 3.876 -1.736 0.519  0.10
C3 4.078 1.410 0.918  -0.13
C4 5.455 1.631 0.390  -0.12
H4 3.700 2.199 1.560  0.09
H5 5.755 0.895 -0.363  0.05
H6 6.186 1.581 1.208  0.07
H7 5.555 2.627 -0.065  0.06
Mg1 -0.927 -0.251 -0.331  0.31
Cl1 -1.441 -1.190 -2.694  0.11
C5 -1.569 0.807 2.586  -0.26
O1 -1.528 0.901 1.346  -0.07
N1 -2.052 1.768 3.398  -0.17
C6 -2.669 2.971 2.856  -0.03
C7 -1.981 1.665 4.855  -0.06
H8 -1.188 -0.091 3.114  0.13
H9 -2.851 2.808 1.795  0.09
H10 -2.005 3.833 3.008  0.08
H11 -3.598 3.162 3.406  0.09
H12 -1.447 0.744 5.145  0.09
H13 -2.996 1.662 5.297  0.08
H14 -1.451 2.532 5.290  0.08
H15 -6.320 -1.882 -0.318  0.08
H16 -5.411 -4.321 -0.366  0.09
C8 -5.475 -1.618 -0.965  -0.03
C9 -4.620 -3.946 -1.036  -0.03
N2 -4.372 -2.540 -0.727  -0.17
H17 -5.166 -0.587 -0.770  0.09
C10 -3.195 -2.104 -0.298  -0.39
O2 -2.910 -0.909 -0.055  -0.14
H18 -3.681 -4.491 -0.868  0.09
H19 -2.432 -2.886 -0.182  0.01
H20 -5.823 -1.716 -2.001  0.09
H21 -4.941 -4.033 -2.088  0.09
H22 2.187 1.341 -1.990  0.09
H23 2.288 3.725 -0.564  0.09
C11 1.309 1.778 -2.486  -0.03
C12 1.539 3.962 -1.339  -0.06
N3 0.711 2.807 -1.647  -0.17
H24 0.570 0.997 -2.681  0.06
C13 -0.547 2.705 -1.173  -0.28
O3 -1.230 1.671 -1.202  -0.07
H25 0.903 4.780 -0.971  0.09
H26 -0.949 3.642 -0.742  0.15
H27 1.653 2.228 -3.426  0.09
H28 2.090 4.293 -2.228  0.08
O4 1.039 0.269 0.079  -0.30
C14 1.855 0.249 1.151  -0.49
C15 1.126 2.494 2.078  -0.05
C16 1.539 1.188 2.310  -0.18
H29 0.874 2.776 1.058  0.10
C17 1.044 3.396 3.138  -0.10
H30 1.782 -0.763 1.594  0.03
C18 1.766 0.754 3.611  -0.04
H31 0.744 4.432 2.943  0.10
C19 1.372 2.981 4.438  -0.13
C20 1.716 1.642 4.675  -0.10
H32 1.993 -0.307 3.756  0.12
H33 1.356 3.706 5.262  0.09
H34 1.955 1.305 5.695  0.10
Si1 0.260 -3.219 -3.509  0.03
Cl2 1.666 -2.155 -2.380  0.36
C21 -0.365 -2.394 -5.117  -0.30
C22 -0.599 -4.403 -2.324  -0.26
C23 1.128 -4.548 -4.650  -0.26
H35 -0.430 -1.301 -5.047  -0.02
H36 -1.352 -2.824 -5.323  0.02
H37 0.318 -2.673 -5.944  0.01
H38 1.627 -4.064 -5.506  0.00
H39 0.325 -5.190 -5.054  0.03
H40 1.848 -5.173 -4.107  0.01
H41 -0.902 -3.883 -1.405  -0.08
H42 0.120 -5.196 -2.047  0.04
H43 -1.465 -4.873 -2.811  0.03
I1 -0.109 -2.813 1.282  0.08

Summary:
**Energy relative to the best compared isomer or geometry (same formula, charge and spin)**: 0.0 kcal/mol
**Net charge**: -1



# C10H14N2O

C10H14N2O as an isolated structure (ωB97M-V/def2-TZVPD, the OMol25 dataset).

Each line ends with the Löwdin charge.
Cartesian coordinates (Å):
C1 1.826 -0.418 0.331  -0.21
C2 2.765 -0.339 1.387  -0.03
C3 2.422 0.448 2.502  -0.11
C4 1.067 0.734 2.749  -0.09
C5 0.098 0.305 1.757  -0.03
C6 0.403 -0.114 0.497  -0.23
C7 -0.435 0.875 -1.504  -0.18
C8 -1.453 0.314 -2.603  -0.15
C9 -2.817 -0.101 -0.482  -0.26
C10 -1.759 -1.048 -0.339  -0.16
H1 1.501 -1.486 -1.366  0.14
H2 3.796 -0.567 1.165  0.11
H3 3.118 0.902 3.345  0.14
H4 0.776 1.139 3.717  0.09
H5 -0.916 0.669 1.872  0.10
H6 -1.106 1.683 -1.098  0.12
H7 0.486 1.256 -1.836  0.10
H8 -1.401 0.850 -3.700  0.14
H9 -1.284 -0.916 -2.593  0.13
H10 -3.832 0.831 -2.364  0.22
H11 -3.888 -0.435 -0.517  0.12
H12 -2.615 0.498 0.434  0.11
H13 -1.632 -1.823 -1.159  0.12
H14 -1.666 -1.395 0.653  0.11
N1 -0.473 -0.221 -0.583  -0.15
N2 -2.681 0.782 -1.708  -0.15
O1 2.256 -1.133 -0.787  0.00

Summary:
**Energy relative to the best compared isomer or geometry (same formula, charge and spin)**: 137.0 kcal/mol
**Net charge**: 0



# C17H41F7N5O12S2

A 10-piece molecular cluster, C17H41F7N5O12S2 overall (ωB97M-V/def2-TZVPD, the OMol25 dataset).

Each line ends with the Löwdin charge.
Cartesian coordinates (Å):
O1 0.459 -4.585 -0.862  0.17
C1 -0.099 -3.699 -1.527  -0.12
N1 -0.582 -2.666 -2.176  0.11
N2 -1.560 -1.977 -1.450  -0.04
C2 -1.661 -2.228 0.023  -0.04
C3 -2.622 -0.957 0.394  -0.30
N3 -4.075 -1.221 0.649  0.04
C4 -4.513 -0.291 1.485  -0.58
S1 -4.908 0.948 2.536  0.79
N4 -2.272 0.132 -0.616  0.12
C5 -1.232 -0.507 -1.468  -0.17
N5 -0.236 0.136 -2.098  0.07
S2 -0.030 1.850 -1.965  0.87
O2 1.040 2.269 -2.957  -0.25
O3 -1.321 2.566 -2.308  -0.26
C6 0.519 2.442 -0.286  -0.28
F1 0.914 3.824 -0.453  0.08
F2 -0.605 2.497 0.620  0.04
C7 1.800 1.684 0.323  -0.19
F3 2.037 0.383 -0.209  0.08
F4 2.967 2.485 0.032  0.08
C8 1.757 1.590 1.953  -0.26
F5 3.068 1.205 2.419  0.08
F6 1.490 2.854 2.565  0.11
F7 0.774 0.630 2.349  0.08
H1 -0.700 -1.926 0.601  0.14
H2 -2.048 -3.232 0.412  0.17
H3 -2.268 -0.571 1.429  0.15
H4 -3.140 0.254 -1.193  0.16
H5 0.462 -0.372 -2.696  0.17
C9 -6.906 3.924 0.523  -0.16
O4 -5.919 3.096 -0.074  -0.16
H6 -7.326 3.406 1.385  0.07
H7 -6.449 4.862 0.851  0.08
H8 -7.700 4.129 -0.199  0.08
H9 -5.564 3.577 -0.834  0.07
C10 2.109 -2.214 2.595  -0.15
O5 1.047 -3.135 2.384  -0.14
H10 1.695 -1.206 2.636  0.05
H11 2.609 -2.438 3.541  0.09
H12 2.823 -2.280 1.771  0.06
H13 1.438 -4.019 2.352  0.08
C11 5.184 -0.726 1.812  -0.15
O6 4.940 -1.812 0.929  -0.14
H14 4.770 -0.967 2.792  0.08
H15 6.260 -0.563 1.904  0.09
H16 4.701 0.173 1.426  0.06
H17 5.317 -1.572 0.071  0.06
C12 4.235 0.589 -2.886  -0.14
O7 3.193 -0.357 -3.079  -0.15
H18 3.803 1.590 -2.862  0.07
H19 4.741 0.391 -1.937  0.07
H20 4.949 0.523 -3.710  0.09
H21 3.603 -1.233 -3.096  0.08
C13 -2.296 3.949 3.710  -0.15
O8 -2.458 2.852 2.820  -0.19
H22 -2.729 3.687 4.676  0.09
H23 -1.233 4.165 3.837  0.07
H24 -2.809 4.826 3.309  0.07
H25 -2.068 3.110 1.977  0.04
C14 -2.059 7.476 4.532  -0.15
O9 -1.069 6.651 3.935  -0.15
H26 -2.480 6.954 5.392  0.08
H27 -1.606 8.413 4.864  0.08
H28 -2.853 7.680 3.809  0.08
H29 -0.713 7.136 3.178  0.08
C15 6.739 -4.302 -0.707  -0.16
O10 6.920 -3.030 -1.309  -0.14
H30 5.792 -4.723 -1.047  0.08
H31 7.555 -4.966 -1.001  0.08
H32 6.717 -4.193 0.380  0.08
H33 7.765 -2.682 -0.992  0.08
C16 -2.061 -7.548 -2.467  -0.15
O11 -1.900 -6.271 -3.068  -0.14
H34 -3.002 -7.981 -2.807  0.08
H35 -1.236 -8.200 -2.761  0.08
H36 -2.085 -7.442 -1.379  0.08
H37 -1.062 -5.911 -2.751  0.04
C17 -2.792 -1.397 -5.271  -0.13
O12 -2.962 -0.952 -3.931  -0.15
H38 -3.045 -2.456 -5.325  0.09
H39 -3.453 -0.832 -5.932  0.09
H40 -1.752 -1.258 -5.576  0.08
H41 -2.731 -0.012 -3.914  0.07

Summary:
**Net charge**: +1



# C38H49F16NO5

A 3-piece molecular cluster, C38H49F16NO5 overall (ωB97M-V/def2-TZVPD, the OMol25 dataset).

Each line ends with the Löwdin charge.
Cartesian coordinates (Å):
C1 -2.081 -1.392 3.778  -0.11
C2 -2.489 -2.240 2.568  -0.26
C3 -2.418 -1.440 1.266  -0.22
C4 -1.107 -0.659 1.119  -0.22
C5 -0.821 -0.182 -0.322  -0.18
C6 0.472 -0.810 -0.920  -0.20
C7 1.539 0.277 -1.103  -0.21
C8 2.187 0.630 0.255  -0.19
C9 2.452 2.133 0.405  -0.19
C10 3.846 2.484 -0.154  -0.19
C11 4.047 4.013 -0.151  -0.17
C12 3.863 4.581 -1.584  -0.12
C13 2.460 5.034 -1.866  -0.10
C14 1.875 4.834 -3.050  -0.11
C15 2.451 4.152 -4.245  -0.11
C16 1.974 2.658 -4.216  -0.16
C17 1.390 2.155 -5.556  -0.14
C18 1.995 0.785 -5.977  -0.23
O1 2.914 0.905 -7.036  -0.18
C19 4.112 1.555 -6.645  -0.10
C20 0.457 5.306 -3.196  -0.27
O2 0.033 5.833 -4.212  0.13
C21 -0.380 5.111 -1.955  -0.07
C22 -1.784 4.669 -2.142  -0.24
C23 -2.717 5.001 -1.204  -0.02
C24 -3.997 4.607 -1.410  -0.07
C25 -4.298 3.897 -2.528  -0.07
C26 -3.289 3.592 -3.384  -0.14
N1 -2.030 3.958 -3.232  0.15
C27 0.209 5.315 -0.785  0.07
C28 1.653 5.710 -0.799  -0.32
O3 2.131 6.512 -0.004  0.11
H1 -2.377 -1.898 4.694  0.06
H2 -2.596 -0.435 3.750  0.07
H3 -1.003 -1.264 3.797  0.07
H4 -3.521 -2.561 2.697  0.09
H5 -1.831 -3.107 2.531  0.10
H6 -2.567 -2.076 0.394  0.11
H7 -3.237 -0.715 1.256  0.11
H8 -0.304 -1.289 1.500  0.10
H9 -1.118 0.208 1.776  0.10
H10 -1.667 -0.366 -0.980  0.10
H11 -0.664 0.893 -0.272  0.10
H12 0.883 -1.575 -0.267  0.09
H13 0.200 -1.259 -1.873  0.10
H14 2.307 -0.019 -1.817  0.10
H15 1.050 1.171 -1.492  0.08
H16 3.108 0.059 0.349  0.11
H17 1.503 0.344 1.053  0.10
H18 1.746 2.681 -0.220  0.10
H19 2.421 2.460 1.441  0.11
H20 3.960 2.042 -1.142  0.10
H21 4.601 2.051 0.503  0.11
H22 5.076 4.230 0.127  0.11
H23 3.389 4.506 0.552  0.09
H24 4.185 3.805 -2.268  0.10
H25 4.552 5.416 -1.728  0.13
H26 1.973 4.602 -5.112  0.11
H27 3.527 4.233 -4.305  0.11
H28 2.815 2.066 -3.861  0.09
H29 1.188 2.585 -3.467  0.10
H30 0.333 1.968 -5.382  0.10
H31 1.469 2.884 -6.356  0.11
H32 1.179 0.134 -6.278  0.11
H33 2.443 0.305 -5.101  0.11
H34 4.959 1.100 -7.149  0.09
H35 4.017 2.618 -6.871  0.09
H36 4.281 1.457 -5.570  0.08
H37 -2.461 5.561 -0.324  0.12
H38 -4.782 4.864 -0.716  0.11
H39 -5.297 3.569 -2.761  0.11
H40 -3.527 3.000 -4.260  0.11
H41 -0.314 5.197 0.152  0.13
C29 2.554 -6.095 -0.005  -0.03
C30 2.290 -4.659 -0.503  -0.44
C31 2.790 -4.258 -1.896  -0.30
F1 4.124 -4.354 -2.023  0.10
F2 2.461 -2.965 -2.119  0.09
F3 2.730 -3.779 0.423  0.13
F4 0.934 -4.524 -0.554  0.10
O4 3.652 -6.354 0.870  0.04
C32 4.936 -6.593 0.417  -0.53
C33 5.926 -5.506 0.855  -0.29
F5 5.532 -4.284 0.459  0.10
F6 7.134 -5.754 0.298  0.10
F7 4.957 -6.808 -0.910  0.15
F8 5.340 -7.743 0.999  0.14
H42 1.688 -6.323 0.617  0.15
H43 2.518 -6.815 -0.823  0.15
H44 2.321 -4.872 -2.670  0.17
H45 6.025 -5.503 1.942  0.17
C34 -6.763 -2.162 7.582  -0.04
C35 -5.755 -1.288 6.806  -0.44
C36 -6.071 -0.915 5.353  -0.31
F9 -6.186 -1.988 4.550  0.10
F10 -5.058 -0.164 4.863  0.09
F11 -4.528 -1.844 6.891  0.13
F12 -5.694 -0.102 7.476  0.10
O5 -6.537 -3.566 7.702  0.04
C37 -6.935 -4.479 6.742  -0.53
C38 -5.749 -5.190 6.079  -0.29
F13 -4.883 -4.318 5.536  0.10
F14 -6.207 -5.991 5.091  0.10
F15 -7.768 -3.918 5.847  0.15
F16 -7.646 -5.428 7.387  0.14
H46 -6.681 -1.812 8.610  0.15
H47 -7.790 -1.947 7.286  0.15
H48 -6.994 -0.332 5.290  0.17
H49 -5.214 -5.796 6.814  0.18

Summary:
**Net charge**: 0
**SMILES**: CCCCCCCCCCCCC1=C(CCCCOC)C(=O)C(c2ccccn2)=CC1=O.FC(F)C(F)(F)COC(F)(F)C(F)F.FC(F)C(F)(F)COC(F)(F)C(F)F



# C3H38N2O16

A 16-piece molecular cluster, C3H38N2O16 overall (ωB97M-V/def2-TZVPD, the OMol25 dataset).

Each line ends with the Löwdin charge.
Cartesian coordinates (Å):
O1 0.626 -2.932 0.192  0.00
C1 0.564 -2.364 1.238  -0.48
N1 1.029 -1.044 1.263  0.07
C2 0.988 -0.325 -0.051  -0.25
N2 -0.215 0.316 -0.508  0.09
C3 0.081 -2.920 2.574  0.05
H1 0.852 -0.559 2.192  0.11
H2 1.876 0.341 0.131  0.13
H3 1.370 -1.057 -0.741  0.07
H4 -0.357 1.144 0.024  0.06
H5 -0.976 -0.221 -0.752  0.03
H6 0.338 -3.918 2.631  0.07
H7 0.479 -2.348 3.434  0.09
H8 -0.923 -2.609 2.629  0.07
H9 2.863 2.806 -0.213  -0.04
H10 1.196 2.888 -0.527  0.09
O2 2.165 3.341 -0.317  -0.07
H11 -4.093 1.125 -1.743  -0.05
H12 -3.522 2.586 -1.677  0.07
O3 -4.133 1.933 -2.122  -0.03
H13 0.057 2.675 -2.164  0.03
H14 0.249 3.983 -1.729  -0.07
O4 -0.239 3.326 -1.530  0.00
H15 0.730 -1.942 -2.174  0.03
H16 -0.345 -0.893 -2.501  0.02
O5 -0.191 -1.860 -2.571  -0.09
H17 -0.517 4.869 2.583  0.14
H18 -0.613 3.710 1.490  -0.03
O6 -1.037 4.099 2.170  -0.01
H19 1.550 -3.277 -4.117  0.08
H20 3.036 -2.791 -3.825  0.02
O7 2.131 -2.588 -3.713  -0.05
H21 -4.010 -0.919 3.042  0.10
H22 -3.009 -0.982 1.678  -0.06
O8 -3.089 -0.736 2.618  -0.12
H23 -4.011 -1.777 -0.020  0.15
H24 -2.648 -2.164 -0.394  0.02
O9 -3.030 -1.633 0.309  -0.08
H25 -0.986 -0.521 3.094  0.02
H26 -0.428 0.512 3.953  0.01
O10 -0.259 -0.411 3.734  -0.08
H27 -0.435 2.770 2.960  0.02
H28 -0.541 3.265 4.415  0.04
O11 -0.554 2.466 3.907  -0.08
H29 1.838 2.580 3.577  0.00
H30 1.979 1.560 2.505  -0.01
O12 2.490 2.047 3.137  -0.03
H31 3.371 -3.394 -1.141  0.07
H32 2.687 -2.427 -0.190  -0.06
O13 2.945 -3.279 -0.253  -0.01
H33 0.715 -0.575 -5.164  0.07
H34 -0.040 0.730 -5.190  0.02
O14 0.631 0.301 -4.696  -0.05
H35 1.497 2.400 -3.713  0.06
H36 2.227 2.878 -2.363  -0.05
O15 1.605 2.988 -2.961  0.01
H37 -0.741 -3.501 -0.343  0.02
H38 -1.572 -3.729 -1.513  0.02
O16 -1.650 -3.944 -0.564  -0.12

Summary:
**Energy relative to the best compared isomer or geometry (same formula, charge and spin)**: 168.8 kcal/mol
**Net charge**: 0



Looking at LUMO for the records above, in order, we have 2.359 0.705 -5.038 -0.647 -0.118 eV.
Looking at Kohn-Sham gap for the records above, in order, we have 6.70 8.57 6.94 8.53 9.55 eV.